Entry 1:
This record from the Open Molecules 2025 dataset describes a structure of composition C12H20N2 at a distorted geometry. The level of theory is ωB97M-V/def2-TZVPD.

- Strongest force on any atom: 10.68 eV/Å
- E_HOMO: -0.282 hartree
- Frontier orbital gap: 8.13 eV

Geometry as XYZ:
```
34
Properties=species:S:1:pos:R:3:forces:R:3:lowdin_charge:R:1
C 3.011 0.505 -2.072 0.0 -0.4 3.1 -0.1049
C 1.819 1.066 -1.141 1.6 2.3 2.4 -0.2498
C -0.519 1.477 -1.335 -2.5 1.1 -3.2 -0.2139
C -0.969 2.147 0.078 1.7 -0.8 1.8 -0.2068
C -0.605 1.831 2.511 -1.0 -0.6 0.7 -0.1598
C -2.105 0.074 1.025 -2.6 -0.4 1.6 -0.1203
C 0.299 -0.936 -0.927 0.0 -2.3 7.6 -0.1138
C -0.696 -2.029 -1.185 1.5 7.5 -5.8 -0.1202
C -1.037 -3.195 -0.695 4.8 0.5 5.0 -0.1347
C -0.340 -3.566 0.471 0.1 -0.9 1.5 -0.1127
C 0.592 -2.660 1.033 0.0 3.1 2.0 -0.0839
C 0.861 -1.266 0.494 -5.1 -7.0 -6.3 0.0148
H 3.037 0.747 -3.113 -0.4 0.4 -0.6 0.0268
H 2.899 -0.660 -1.973 0.7 2.2 -0.1 0.0924
H 3.988 0.951 -1.537 -2.0 -1.4 -1.4 0.1025
H 1.563 2.415 -1.127 1.4 -4.4 -0.4 0.1783
H 2.383 0.952 -0.012 -2.1 0.2 -2.7 0.1350
H -1.413 1.009 -2.121 1.9 1.7 2.7 0.1672
H 0.031 2.320 -1.998 -2.0 -1.7 1.5 0.1195
H -1.919 2.687 0.250 0.2 0.3 -1.5 0.1028
H -0.111 2.741 0.608 -1.3 -0.1 -2.5 0.0912
H 0.525 0.790 3.011 -3.3 3.3 -0.7 0.1705
H -0.240 3.055 2.383 -0.5 -4.1 0.2 0.0945
H -1.722 2.109 3.372 3.5 -1.5 -2.4 0.1329
H -2.264 -0.443 -0.110 0.8 2.2 3.2 0.1003
H -3.160 0.701 1.419 2.6 -2.0 -1.4 0.1036
H -2.144 -1.031 1.760 0.9 3.8 -1.9 0.1356
H -1.238 -1.778 -2.126 0.1 -0.1 0.5 0.1121
H -1.761 -3.650 -1.155 -3.8 -3.1 -2.1 0.0537
H -0.592 -4.538 1.017 0.5 1.5 -0.8 0.1166
H 0.900 -2.705 2.240 -0.6 -0.5 -3.6 0.1460
H 1.440 -0.739 1.064 3.3 3.5 2.9 -0.0099
N 0.469 0.455 -1.283 1.9 -0.7 -0.5 -0.1928
N -0.985 1.165 1.176 -0.3 -1.6 1.0 -0.3729
```
Forces are in eV/Å.

***

Entry 2:
This record from the Open Molecules 2025 dataset describes a structure of composition C12H20N4RuS2 at a distorted geometry. The level of theory is ωB97M-V/def2-TZVPD.

- Strongest force on any atom: 1.03 eV/Å
- Net charge: +4
- E_HOMO (alpha / beta): -0.836 / -0.878 hartree
- Frontier orbital gap (alpha / beta): 6.99 / 6.83 eV
- Multiplicity: 5

Geometry as XYZ:
```
39
Properties=species:S:1:pos:R:3:forces:R:3:lowdin_charge:R:1
Ru -0.017 -1.050 0.398 0.2 0.9 0.2 1.4873
N -1.532 0.132 -0.942 0.5 -0.3 0.4 0.0054
C -2.781 -0.631 -0.666 -0.1 -0.3 -0.1 -0.1666
C -2.473 -1.934 0.113 -0.7 0.6 0.4 -0.1753
C -2.928 -1.941 1.572 0.3 0.0 0.0 -0.1548
C -2.293 -0.849 2.412 -0.7 -0.1 0.1 -0.1824
N -0.806 -1.002 2.431 0.3 0.0 -0.9 -0.0196
H -1.657 1.131 -0.782 0.1 0.1 0.1 0.1283
H -1.251 0.041 -1.915 0.0 0.1 -0.1 0.1160
H -3.288 -0.868 -1.600 0.0 0.1 0.0 0.1487
H -3.465 -0.016 -0.085 0.0 0.1 0.0 0.1415
H -1.334 -2.186 0.047 -0.5 -0.8 -0.3 0.0347
H -2.919 -2.793 -0.392 0.4 -0.1 -0.1 0.1497
H -2.736 -2.923 2.013 0.0 0.0 0.0 0.1443
H -4.014 -1.818 1.588 0.0 0.0 0.0 0.1624
H -2.678 -0.910 3.434 0.2 0.0 0.0 0.1595
H -2.540 0.152 2.054 0.1 0.0 0.0 0.1294
H -0.571 -1.915 2.830 0.0 0.0 0.2 0.1397
H -0.407 -0.312 3.067 0.1 0.0 0.0 0.1190
C 1.290 1.942 2.079 0.0 0.4 0.2 -0.0175
C 2.171 0.886 1.567 0.4 -0.1 0.0 -0.4862
N 1.787 -0.177 0.873 -0.1 -0.4 0.0 -0.0831
C 2.869 -0.964 0.466 0.2 -0.1 -0.2 -0.2608
C 4.093 -0.483 0.927 0.0 0.0 0.1 -0.1868
S 3.910 0.944 1.796 -0.4 -0.1 -0.1 1.3378
C 2.610 -2.010 -0.442 0.1 0.2 0.0 -0.2580
C 3.512 -2.874 -1.072 0.0 -0.1 -0.1 -0.1888
S 2.754 -3.801 -2.243 -0.3 0.3 0.2 1.3451
C 1.207 -3.041 -1.874 0.4 -0.2 0.0 -0.4765
N 1.299 -2.148 -0.903 -0.1 0.3 0.5 -0.0497
C 0.008 -3.389 -2.650 -0.3 -0.1 -0.2 -0.0137
H 0.241 1.754 1.861 0.0 0.0 0.0 0.0795
H 1.564 2.911 1.638 0.0 -0.1 -0.1 0.1390
H 1.435 2.107 3.154 0.0 -0.1 0.0 0.1343
H 5.067 -0.933 0.768 0.0 0.1 0.0 0.1354
H 4.572 -2.971 -0.865 0.0 0.0 -0.1 0.1348
H 0.243 -4.084 -3.457 0.0 0.0 0.0 0.1151
H -0.433 -2.494 -3.100 0.1 0.0 0.0 0.1162
H -0.765 -3.865 -2.035 0.1 0.0 0.1 0.1168
```
Forces are in eV/Å.

***

Entry 3:
This record from the Open Molecules 2025 dataset describes a cluster of 2 separate species, C12H20O in total at a distorted geometry. The level of theory is ωB97M-V/def2-TZVPD.

- Strongest force on any atom: 2.64 eV/Å
- E_HOMO: -0.305 hartree
- Frontier orbital gap: 9.14 eV
- SMILES string: CCc1ccc(O)cc1.CC(C)C

Geometry as XYZ:
```
33
Properties=species:S:1:pos:R:3:forces:R:3:lowdin_charge:R:1
C -1.802 0.695 1.025 -0.2 0.1 0.8 -0.2045
C -2.195 0.219 -0.362 -0.5 -0.3 -0.7 -0.1140
C -0.917 1.924 1.124 0.0 -0.9 -0.6 -0.2359
C -0.037 2.212 0.076 0.3 1.1 0.6 -0.0328
C -1.015 2.796 2.197 -0.5 1.4 -0.2 -0.0361
C 0.626 3.441 0.061 0.0 -0.5 0.6 -0.0183
C -0.492 4.092 2.112 0.9 -0.8 0.0 -0.0091
C 0.386 4.368 1.077 -0.5 0.4 -1.5 -0.3274
O 0.828 5.652 0.924 -0.3 0.5 1.6 0.0432
H -2.744 0.910 1.540 0.1 0.2 0.0 0.1080
H -1.403 -0.126 1.634 0.3 0.0 -0.3 0.1109
H -2.460 -0.834 -0.301 -0.1 -0.1 -0.1 0.0530
H 0.144 1.511 -0.722 -0.1 -0.1 -0.1 0.0977
H -1.637 2.620 3.066 -0.2 -0.4 -0.2 0.1127
H 1.358 3.705 -0.692 -0.1 -0.1 -0.2 0.1098
H -0.693 4.864 2.837 0.0 -0.1 0.2 0.1152
H 1.292 5.843 0.122 0.3 -0.4 -0.7 0.0882
H -1.485 0.302 -1.180 0.6 0.0 0.3 0.0557
H -3.070 0.731 -0.778 0.0 0.1 0.4 0.0794
C 1.229 -2.831 -0.853 -0.6 0.6 -0.2 -0.4915
C -0.181 -3.091 -0.383 -2.1 -1.5 0.6 -0.1109
C 2.172 -3.853 -0.224 0.1 0.0 -0.8 -0.0835
C 1.310 -2.819 -2.377 0.3 0.1 -0.2 -0.0928
H 1.451 -1.791 -0.579 0.5 -0.3 0.4 0.1245
H -0.328 -3.250 0.695 0.7 0.3 0.1 0.0758
H -0.584 -4.044 -0.767 0.5 -0.1 -0.2 0.0832
H 2.071 -4.803 -0.760 -0.3 -0.1 0.2 0.0819
H 3.217 -3.596 -0.404 0.0 0.3 0.4 0.0746
H 1.943 -4.011 0.825 0.3 0.0 0.1 0.0716
H 0.966 -1.852 -2.749 -0.1 -0.1 -0.1 0.0715
H 2.348 -2.933 -2.696 0.1 0.1 0.0 0.0721
H 0.741 -3.604 -2.882 -0.1 -0.1 0.3 0.0782
H -1.040 -2.449 -0.604 0.8 0.7 -0.5 0.0498
```
Forces are in eV/Å.

***

Entry 4:
This record from the Open Molecules 2025 dataset describes a structure of composition C12H21AsO6P2STc at a distorted geometry. The level of theory is ωB97M-V/def2-TZVPD.

- Strongest force on any atom: 1.40 eV/Å
- Net charge: +2
- E_HOMO (alpha / beta): -0.554 / -0.544 hartree
- Frontier orbital gap (alpha / beta): 8.16 / 8.06 eV
- Multiplicity: 2

Geometry as XYZ:
```
44
Properties=species:S:1:pos:R:3:forces:R:3:lowdin_charge:R:1
Tc -0.246 -2.287 0.088 0.2 -0.1 0.5 1.1085
O 3.912 -2.324 0.338 0.2 0.1 0.1 -0.1802
As 2.309 -1.774 0.606 1.2 0.0 -0.5 0.9129
O 1.327 -2.858 1.377 -0.5 -0.4 0.3 -0.5120
O 1.495 -1.664 -0.889 -0.6 0.2 0.4 -0.5441
C 2.597 -0.177 1.660 0.0 -0.3 -0.2 -0.2188
C 3.896 0.065 2.079 -0.2 -0.1 -0.1 -0.0374
C 4.157 1.092 2.984 -0.1 0.1 0.1 0.0021
C 3.130 1.879 3.479 0.2 -0.1 0.0 -0.0046
C 1.824 1.664 3.059 -0.2 0.0 -0.1 -0.0166
C 1.572 0.639 2.160 -0.2 -0.2 -0.1 -0.2783
S -0.096 0.476 1.630 -0.1 1.1 -0.8 0.7052
O 0.163 0.545 -0.013 0.0 -0.2 0.6 -0.4507
O -0.884 1.613 1.944 0.1 -0.1 0.4 -0.2080
O -0.677 -0.830 1.821 0.2 -0.5 -0.5 -0.3357
H 3.948 -3.196 -0.088 0.0 0.1 0.1 0.0949
H 4.699 -0.555 1.704 0.0 0.0 0.1 0.1173
H 5.176 1.265 3.303 0.0 0.0 0.0 0.1338
H 3.342 2.668 4.186 0.0 0.0 0.0 0.1334
H 1.008 2.278 3.417 0.1 0.0 0.0 0.1306
C -3.544 -2.706 -0.141 0.2 0.0 0.0 -0.2380
P -2.257 -1.752 -1.017 -0.6 0.4 -0.3 0.7156
C -2.682 -1.958 -2.776 0.1 -0.1 0.1 -0.2360
C -2.816 -0.022 -0.632 0.2 -0.2 -0.1 -0.3564
C -2.197 1.123 -1.447 0.2 0.0 0.1 -0.2605
P -0.422 1.441 -1.212 0.0 0.2 -0.1 0.8503
C 0.549 0.905 -2.609 0.0 0.1 0.1 -0.1218
C -0.110 3.156 -0.811 -0.1 -0.2 0.0 -0.1188
H -4.537 -2.499 -0.537 0.0 0.1 0.0 0.0672
H -3.522 -2.460 0.922 -0.1 0.0 0.0 0.0564
H -3.333 -3.770 -0.258 -0.1 0.0 0.0 0.0548
H -3.658 -1.518 -2.989 0.0 0.0 0.0 0.0658
H -2.730 -3.026 -2.990 0.0 0.0 0.0 0.0616
H -1.928 -1.520 -3.429 0.0 0.0 0.0 0.0411
H -2.654 0.145 0.433 -0.1 0.0 0.1 0.0656
H -3.895 0.009 -0.794 0.0 0.0 0.0 0.1058
H -2.704 2.054 -1.182 0.0 0.0 -0.1 0.1131
H -2.349 0.964 -2.518 0.1 0.1 0.0 0.1030
H 0.249 1.466 -3.497 0.0 0.0 0.0 0.0897
H 0.423 -0.165 -2.771 -0.1 0.0 0.0 0.0581
H 1.602 1.095 -2.401 0.0 0.0 0.0 0.0853
H -0.440 3.793 -1.635 0.0 0.0 0.0 0.0897
H 0.958 3.305 -0.651 0.0 0.0 0.0 0.0850
H -0.656 3.421 0.095 0.0 0.0 0.0 0.0712
```
Forces are in eV/Å.

***

Entry 5:
This record from the Open Molecules 2025 dataset describes a structure of composition C12H21AuBF2NO3PS2 at a distorted geometry. The level of theory is ωB97M-V/def2-TZVPD.

- Strongest force on any atom: 4.51 eV/Å
- E_HOMO (alpha / beta): -0.277 / -0.275 hartree
- Frontier orbital gap (alpha / beta): 6.34 / 6.11 eV
- Multiplicity: 2

Geometry as XYZ:
```
44
Properties=species:S:1:pos:R:3:forces:R:3:lowdin_charge:R:1
Au -0.459 -1.476 -1.518 0.2 -0.7 -0.2 0.6249
C 5.305 -1.544 -0.106 -0.2 0.2 0.1 -0.0827
C 4.385 -0.542 -0.775 0.3 -0.3 -0.2 -0.3339
O 3.563 0.092 0.214 -0.1 -0.3 0.9 -0.3729
P 1.981 -0.156 0.345 0.8 0.5 -4.4 0.2551
S 1.741 -2.453 -0.425 -0.5 2.1 1.9 0.2197
S 1.185 0.651 -1.365 0.1 0.1 1.1 0.2227
O 1.680 0.868 1.525 -0.6 -1.9 0.6 -0.3523
C 2.240 2.176 1.714 0.3 0.4 0.0 -0.2773
C 1.252 2.970 2.542 0.0 -0.3 -0.1 -0.0677
H 5.954 -2.017 -0.842 0.0 0.0 0.0 0.0797
H 4.708 -2.312 0.386 0.0 -0.1 0.0 0.0541
H 5.922 -1.045 0.641 0.0 0.0 0.0 0.0759
H 3.764 -1.029 -1.528 0.0 0.1 0.0 0.0577
H 4.951 0.256 -1.260 -0.1 0.0 0.1 0.1219
H 2.418 2.646 0.745 -0.1 -0.1 -0.1 0.1060
H 3.194 2.070 2.233 0.0 -0.1 -0.1 0.1193
H 0.325 3.109 1.987 0.0 0.1 0.0 0.0790
H 1.673 3.940 2.803 0.0 0.0 0.0 0.0800
H 1.024 2.427 3.458 0.0 0.1 0.1 0.0779
O -1.917 0.515 -2.982 -0.1 0.0 -0.1 -0.1328
C -2.317 1.473 -2.009 0.0 0.2 0.2 -0.2901
C -3.682 1.085 -1.473 0.1 -0.3 0.0 -0.1643
C -3.750 -0.363 -0.944 0.3 0.3 -0.1 -0.1384
C -3.036 -0.578 0.362 0.0 -0.2 0.1 -0.2589
C -3.751 -0.517 1.556 0.1 0.1 0.0 -0.0154
C -3.120 -0.786 2.756 0.0 0.0 0.0 -0.0527
C -1.765 -1.068 2.747 0.0 0.0 0.0 -0.0463
C -1.112 -1.087 1.531 -0.1 0.1 0.1 -0.1505
N -1.723 -0.872 0.366 -0.1 0.1 -0.3 0.0259
H -1.128 0.846 -3.426 0.0 -0.1 0.1 0.0768
H -2.388 2.466 -2.463 0.0 0.0 0.0 0.1203
H -1.579 1.516 -1.203 0.0 0.0 0.0 0.0657
H -4.410 1.176 -2.283 0.0 0.0 0.0 0.1157
H -3.956 1.790 -0.685 -0.1 0.0 0.0 0.1185
H -3.309 -1.015 -1.700 -0.1 -0.1 0.0 0.0973
H -4.801 -0.626 -0.820 0.1 -0.1 0.0 0.1151
H -4.803 -0.271 1.528 0.0 0.0 0.0 0.1166
H -3.677 -0.789 3.684 0.0 0.1 0.0 0.1110
H -1.220 -1.291 3.652 0.0 0.0 0.0 0.1098
H -0.051 -1.294 1.486 -0.1 -0.2 0.0 0.0259
F -0.071 -4.010 -3.118 -0.2 0.0 0.3 0.1334
B 0.071 -2.684 -3.119 0.2 -0.1 0.0 -0.8112
F 0.690 -2.247 -4.215 -0.1 0.4 0.1 0.1415
```
Forces are in eV/Å.

***

Entry 6:
This record from the Open Molecules 2025 dataset describes a structure of composition C12H21AuBF2NO3PS2 at a distorted geometry. The level of theory is ωB97M-V/def2-TZVPD.

- Strongest force on any atom: 3.19 eV/Å
- E_HOMO (alpha / beta): -0.299 / -0.311 hartree
- Frontier orbital gap (alpha / beta): 6.94 / 6.57 eV
- Multiplicity: 2

Geometry as XYZ:
```
44
Properties=species:S:1:pos:R:3:forces:R:3:lowdin_charge:R:1
Au 0.205 -0.822 -2.063 0.6 0.3 -0.1 0.6842
C 2.780 -2.824 3.469 -0.1 0.2 -0.3 -0.0726
C 2.921 -2.350 2.032 0.1 -0.6 0.1 -0.3187
O 2.712 -0.946 1.956 -0.3 0.3 -0.7 -0.3830
P 1.542 -0.282 1.059 0.6 0.9 1.5 0.2558
S -0.148 -0.178 2.307 1.3 -0.9 -2.3 0.2419
S 2.546 -0.740 -1.215 -2.4 0.1 2.1 0.1549
O 1.985 1.243 1.219 -0.1 0.1 -0.5 -0.4336
C 3.303 1.715 0.947 0.5 0.3 -0.1 -0.3210
C 3.208 3.148 0.455 -0.1 -0.3 0.1 -0.0685
H 2.979 -3.891 3.519 0.0 -0.1 0.0 0.0752
H 1.775 -2.624 3.837 -0.1 0.0 0.0 0.0673
H 3.492 -2.304 4.103 0.1 0.0 0.1 0.0766
H 2.209 -2.866 1.381 0.1 -0.1 0.0 0.1016
H 3.936 -2.542 1.666 -0.2 0.0 -0.1 0.1187
H 3.778 1.074 0.199 0.0 0.1 0.1 0.0471
H 3.884 1.671 1.873 -0.1 -0.1 0.0 0.1215
H 2.751 3.188 -0.531 0.0 0.0 -0.1 0.0714
H 4.202 3.584 0.405 0.1 0.1 -0.1 0.0763
H 2.606 3.736 1.145 0.0 0.1 0.1 0.0772
O -1.448 -2.550 -1.033 0.1 -0.1 -0.4 -0.1484
C -2.310 -2.040 -0.030 -0.5 0.1 0.4 -0.2759
C -3.573 -1.387 -0.594 0.4 -0.1 -0.1 -0.1583
C -3.291 -0.330 -1.673 -0.1 -0.1 0.2 -0.1395
C -2.608 0.886 -1.128 -0.5 0.1 -0.1 -0.2790
C -3.342 1.970 -0.652 0.2 0.0 0.0 -0.0089
C -2.675 3.081 -0.165 0.1 -0.2 0.0 -0.0470
C -1.288 3.075 -0.154 -0.2 0.0 -0.1 -0.0412
C -0.637 1.962 -0.652 0.1 0.5 0.2 -0.1544
N -1.280 0.906 -1.124 0.2 -0.6 -0.3 0.0413
H -1.964 -3.073 -1.659 0.1 0.0 0.0 0.1002
H -1.716 -1.325 0.546 -0.1 -0.1 -0.1 0.0091
H -2.604 -2.862 0.638 0.1 0.2 0.0 0.1220
H -4.126 -0.938 0.233 -0.1 -0.1 0.0 0.1200
H -4.201 -2.163 -1.041 -0.1 0.0 0.1 0.1132
H -4.243 -0.036 -2.119 0.1 0.0 -0.1 0.1198
H -2.662 -0.771 -2.447 -0.1 0.1 -0.1 0.0822
H -4.421 1.939 -0.672 -0.1 0.0 0.0 0.1159
H -3.233 3.933 0.199 0.0 0.0 0.0 0.1104
H -0.733 3.919 0.219 0.1 0.0 0.0 0.1080
H 0.440 1.908 -0.684 0.1 0.1 0.0 0.0773
F 0.674 -0.642 -5.082 0.6 0.3 0.3 0.1617
B -0.138 -0.990 -4.099 -0.1 -0.1 -0.5 -0.7395
F -1.289 -1.459 -4.591 -0.4 -0.2 0.6 0.1384
```
Forces are in eV/Å.